[1]
# C16H32NOPPdSi

C16H32NOPPdSi as an isolated structure at a distorted geometry (ωB97M-V/def2-TZVPD, the Open Molecules 2025 dataset).

Calculated values
Relative energy (zero: lowest compared OMol25 entry of this formula, charge and spin): 21.68 kcal/mol
Gap between HOMO and LUMO (alpha / beta): 6.01 / 2.48 eV
Expectation value of S²: 6.018
2S+1: 5
E_HOMO (alpha / beta): -12.578 / -14.365 eV
Total charge: +2

Geometry as XYZ:
```
53
Properties=species:S:1:pos:R:3:mulliken_spin:R:1
Pd 0.1673 0.0291 -0.3895 1.406
P 0.6177 2.1488 -0.9632 0.019
Si 0.2590 -0.1104 4.1729 0.015
O 0.6911 -0.2862 2.5746 0.026
N 0.8198 -1.9843 -1.2574 0.264
C -1.7053 -2.3357 -1.5305 0.168
C -0.3129 -2.9303 -1.2625 0.016
C 1.8737 -2.3992 -0.3148 0.002
C -1.2549 0.1325 -1.8591 0.695
C -1.8414 -1.0474 -2.2956 -0.220
C -2.9457 0.2340 -4.0441 0.135
C -2.6824 -0.9820 -3.4260 0.202
C -1.3833 -0.9583 4.5078 0.001
C 1.8261 1.9589 -2.3025 0.104
C -2.4041 1.4128 -3.5361 0.140
C 1.1991 3.5679 -0.0155 -0.011
C 0.1221 1.6946 4.6540 0.003
C 1.6364 -0.9569 5.1272 0.005
C 1.3692 -1.7527 -2.5991 0.023
C -0.9146 2.6053 -1.8537 0.058
C -1.5374 1.3630 -2.4355 0.177
H 1.0112 2.2621 4.3482 0.002
H -3.5893 0.2686 -4.9257 0.003
H 2.1840 -1.0221 -2.5356 0.002
H 2.5688 -1.5633 -0.1681 0.008
H 0.0281 1.7804 5.7454 0.000
H -2.6287 2.3836 -3.9826 0.001
H 2.7570 1.5621 -1.8790 0.006
H 1.4789 -0.9184 6.2128 0.001
H 2.6004 -0.4788 4.9073 0.000
H 0.3005 1.2846 0.6633 0.630
H -2.2190 -0.4063 4.0571 -0.001
H -0.7591 2.1716 4.2041 0.002
H 2.1866 3.3168 0.3948 0.005
H 0.5017 3.7643 0.8089 -0.009
H 1.2759 4.4528 -0.6627 0.009
H 0.5266 0.4277 1.9034 -0.056
H 1.7538 -2.7018 -2.9986 0.028
H 1.7185 -2.0119 4.8333 0.000
H -3.1251 -1.9104 -3.7960 0.003
H -1.5590 3.0872 -1.0994 0.018
H -0.6704 3.3547 -2.6182 0.017
H -2.1888 -2.2263 -0.5461 0.032
H -1.5734 -1.0273 5.5881 0.000
H -0.0746 -3.6978 -2.0139 0.032
H 2.0155 2.9378 -2.7604 0.016
H -0.3208 -3.4033 -0.2731 -0.009
H 0.5879 -1.3643 -3.2592 0.004
H 1.4012 -2.6310 0.6468 0.008
H 2.4092 -3.2774 -0.6990 0.032
H -1.3945 -1.9768 4.0977 -0.001
H 1.4585 1.2672 -3.0704 -0.009
H -2.2612 -3.1080 -2.0748 -0.003
```



[2]
# C39H34N11OP2PtS

C39H34N11OP2PtS as an isolated structure (ωB97M-V/def2-TZVPD, the Open Molecules 2025 dataset).

Calculated values
Relative energy (zero: lowest compared OMol25 entry of this formula, charge and spin): 0.00 kcal/mol
Gap between HOMO and LUMO: 5.77 eV
E_HOMO: -10.647 eV
Total charge: +1

Geometry as XYZ:
```
89
Properties=species:S:1:pos:R:3:mulliken_charge:R:1
Pt 0.0488 0.0838 -0.1203 2.002
S 1.6091 0.5850 -1.7885 -0.266
P -1.0632 1.7187 -1.3147 1.207
P -0.6285 -1.7325 -1.4490 0.468
O 2.4804 -0.4759 0.7137 -0.587
N -0.7088 -2.8342 2.6308 -0.870
N -1.9557 -0.1480 -3.1759 0.749
N -0.6580 -2.3904 1.4426 -0.077
N -0.4249 -1.8652 3.5356 -0.578
N -0.3227 -1.0645 1.4993 0.937
N 3.2222 0.5111 0.3205 0.361
N 1.1897 2.7048 0.9197 0.043
N 0.5808 1.5343 1.2408 1.090
N 1.2327 2.5193 3.0808 -0.600
N 1.5406 3.2756 2.0099 -0.922
N 0.1722 0.4129 3.3290 0.096
C 1.6627 -3.1314 -0.6989 -0.224
C -5.9185 -1.0061 -4.3825 -0.617
C -0.1812 -0.7991 2.8152 0.054
C -3.3118 -1.6381 -0.7434 -0.547
C 3.6567 2.3031 -1.1886 -0.615
C 0.4730 3.6619 -2.6160 -1.012
C 5.0724 1.9492 0.6905 -0.702
C -0.3601 3.3586 -1.5383 1.428
C -0.7067 4.3613 -0.6311 -0.505
C -2.9143 1.4174 0.8018 -0.595
C -4.7173 3.1754 -0.3790 -0.822
C -0.2320 5.6489 -0.8026 -0.779
C 4.7569 2.6810 -0.4463 -0.650
C -0.9045 -1.1387 -3.1672 -2.070
C -4.5519 -2.1888 -0.4660 -0.872
C -5.5819 0.2357 -3.8701 -1.019
C 0.6452 1.4567 2.5791 -0.036
C -5.0175 2.5812 0.8419 -0.791
C 4.2940 0.8768 1.0561 -0.120
C -3.2720 -0.4396 -3.6105 1.850
C 2.9047 1.2028 -0.8066 0.673
C -3.6116 -4.3908 -0.6633 -0.850
C -1.4900 1.1955 -3.0328 -2.123
C -3.5180 2.8939 -1.0066 -0.922
C 0.6127 -3.0218 -1.6049 1.052
C -4.1166 1.7096 1.4318 -0.531
C -2.6142 1.9979 -0.4259 0.740
C -3.6180 -1.6904 -4.1252 -0.715
C 1.4537 -4.9288 -2.8149 -0.802
C -2.3699 -3.8433 -0.9392 -1.012
C -4.9240 -1.9625 -4.5029 -0.859
C -2.2176 -2.4599 -0.9935 1.355
C 0.9355 4.9562 -2.7880 -0.726
C 2.5008 -5.0336 -1.9087 -0.687
C 0.5872 5.9483 -1.8818 -0.690
C -4.2814 0.5164 -3.4821 -0.299
C 0.5117 -3.9253 -2.6664 -0.418
C -4.7043 -3.5666 -0.4317 -0.811
C 2.6037 -4.1376 -0.8556 -0.947
H -6.9348 -1.2260 -4.6776 0.417
H -4.0788 1.4831 -3.0445 0.201
H -0.5983 1.3649 -3.6458 0.628
H -5.4136 3.8655 -0.8361 0.497
H -2.8956 -2.4846 -4.2294 0.338
H -0.4947 6.4147 -0.0859 0.448
H 0.0261 -0.7147 -3.5554 0.380
H -5.9525 2.8082 1.3364 0.429
H -1.5183 -4.4951 -1.0796 0.496
H 1.3677 -5.6297 -3.6341 0.453
H -3.2111 -0.5644 -0.7754 0.292
H -1.1344 -1.9861 -3.8036 0.809
H 0.3233 0.4582 4.3252 0.288
H 0.7759 2.9013 -3.3218 0.381
H 0.9560 6.9564 -2.0168 0.427
H -2.2323 0.7226 1.2711 0.393
H -1.3329 4.1394 0.2216 0.525
H -5.3969 -1.5379 -0.2824 0.523
H 4.4463 0.2732 1.9373 0.472
H -0.3106 -3.8713 -3.3699 0.292
H -3.2795 3.3910 -1.9404 0.565
H -4.3415 1.2521 2.3858 0.521
H 3.3470 2.8555 -2.0640 0.410
H 5.9104 2.2152 1.3181 0.417
H 1.5686 5.1887 -3.6341 0.495
H 1.7621 -2.4344 0.1195 0.176
H -2.2368 1.9120 -3.3727 0.799
H -3.7218 -5.4656 -0.6129 0.475
H 3.2365 -5.8185 -2.0250 0.406
H -6.3387 1.0013 -3.7568 0.416
H -5.6719 -3.9997 -0.2154 0.432
H 3.4168 -4.2191 -0.1471 0.486
H -5.1586 -2.9439 -4.8938 0.438
H 5.3461 3.5392 -0.7349 0.436
```



[3]
# C24H61N4O9

A 5-piece molecular cluster, C24H61N4O9 overall at a distorted geometry (ωB97M-V/def2-TZVPD, the Open Molecules 2025 dataset).

Calculated values
Relative energy (zero: lowest compared OMol25 entry of this formula, charge and spin): 268.81 kcal/mol
Gap between HOMO and LUMO: 6.99 eV
E_HOMO: -4.695 eV
Total charge: -1

Geometry as XYZ:
```
98
Properties=species:S:1:pos:R:3:mulliken_charge:R:1
O -3.7156 2.7309 1.3407 -0.389
O 0.5880 0.7913 0.0999 -0.220
O -0.8306 -0.9143 -3.9907 -0.378
O 4.8261 -0.6859 2.1901 -0.433
O 0.7163 4.2897 3.6666 -0.424
O 1.4569 5.5379 -0.6856 -0.460
O 4.8800 -0.4062 -2.9517 -0.423
O -5.5561 -7.4932 -0.4325 -0.280
O -1.6633 -2.3748 2.5218 -0.422
N -2.8399 -5.2714 0.5157 -0.348
N 2.3514 2.1141 -1.6453 0.019
N -1.7176 1.2288 -1.2792 -0.001
N 1.5258 0.6741 2.7040 0.447
C -4.3155 -6.9257 -0.6787 -0.460
C 0.1872 5.3134 3.0253 -0.396
C 4.9198 -1.6141 -3.5533 -0.891
C -4.2588 -5.8860 0.5838 -0.536
C -0.7647 0.2389 -3.3169 0.366
C 1.0739 1.7618 3.5257 -1.977
C -1.8464 -3.1116 1.3989 -0.220
C -1.6301 0.0366 -2.0597 -1.593
C -0.8574 -1.2893 2.4422 -0.119
C 3.5638 0.0322 -2.4719 -0.066
C -2.8501 1.3060 -0.4773 -0.422
C 1.2690 4.1097 -0.8696 0.641
C -3.1330 2.8671 2.6227 -0.148
C -2.7470 -4.3587 1.6799 -0.528
C 2.6594 3.3493 -1.0958 -0.382
C 0.2234 6.1939 -0.5780 -0.683
C 1.0853 3.2241 2.7442 0.449
C -5.8586 -8.6569 -1.1393 -0.956
C 3.6393 1.5074 -2.0768 -0.222
C 3.3839 -0.6401 2.2998 -0.073
C 0.1902 -0.9665 -4.9493 -0.850
C 5.3708 -0.2361 1.0346 -0.378
C -2.7991 2.7287 0.2034 0.421
C 3.0269 0.7598 2.6937 -0.210
H -1.7679 2.9729 0.7077 -0.540
H -3.7767 1.3664 -1.0320 0.520
H -0.2409 6.3550 -1.6499 0.261
H 4.1260 -1.6081 -4.2815 0.292
H -6.9948 -8.8511 -1.2226 0.258
H 2.8590 -0.0929 -3.3856 0.005
H 3.4189 3.9412 -1.6030 0.527
H -3.8306 -3.9342 1.9609 0.257
H 0.2233 0.4805 -2.9400 -0.204
H 4.8019 -0.6036 0.0529 0.083
H 0.5625 7.1246 -0.4205 0.396
H 0.0855 -0.1821 -5.6119 0.373
H -1.2354 -0.3801 1.9194 0.031
H -3.5295 -7.7134 -0.4718 0.291
H 5.5234 0.8344 0.9666 0.219
H 4.3116 2.1684 -2.7426 0.212
H -1.2727 1.0802 -3.8820 0.256
H 2.9703 -0.8222 1.2734 -0.006
H -4.1699 -6.4259 -1.5758 0.380
H -2.9767 0.4663 0.3629 -0.058
H -0.7825 -3.5306 1.3443 0.214
H 1.3558 -1.0238 -4.6725 0.056
H 0.9176 5.8382 2.2428 0.192
H -1.2875 -0.6828 -1.7034 0.598
H -0.8417 1.2103 -0.5440 0.049
H -2.9694 3.5317 -0.4476 0.383
H 0.3264 3.0867 1.7982 -0.338
H -5.5622 -8.8180 -2.1785 0.319
H -5.6019 -9.3786 -0.5931 0.453
H 1.1818 0.8712 1.7193 -0.491
H 1.4592 2.0151 4.4211 0.773
H -2.3419 -5.0399 2.3902 0.318
H 5.7135 -2.0360 -3.9442 0.469
H -0.0039 -1.4124 1.5139 -0.040
H -2.2017 3.4699 2.5504 -0.113
H 0.1173 -1.7561 -5.4481 0.610
H -0.0499 6.1410 3.6752 0.397
H -4.0763 3.3489 3.3158 0.213
H -0.2893 -1.0427 3.2993 0.298
H -2.6170 1.9679 2.8777 0.205
H 2.8186 -1.4975 2.9247 0.178
H 4.6341 -2.4300 -2.8986 0.321
H -4.4584 -6.3619 1.5044 0.353
H 2.0468 3.3246 2.2385 0.438
H 3.0542 -0.4960 -1.7354 0.288
H 0.1302 1.6767 3.4656 0.545
H 1.5797 1.5557 -0.9135 0.015
H 6.5673 -0.4096 0.8894 0.269
H 3.5477 0.9194 3.6176 0.382
H 4.2477 1.3270 -1.1236 -0.042
H -2.0233 -2.5312 0.5109 0.104
H -0.8914 5.2894 2.4653 0.025
H -2.1145 -5.9152 0.6213 0.262
H 0.6447 3.9391 -1.8627 0.230
H 0.4756 3.6361 -0.3222 -0.578
H -0.4095 5.9621 0.2982 0.117
H 3.3901 1.5620 1.8860 -0.048
H -5.0946 -5.1234 0.3646 0.257
H -2.6107 -0.3834 -2.3613 0.626
H 2.8279 3.0170 -0.0643 -0.166
H 0.5511 0.0375 -0.5871 -0.149
```



[4]
# C4H10ClNSi

A 2-piece molecular cluster, C4H10ClNSi overall at a distorted geometry (ωB97M-V/def2-TZVPD, the Open Molecules 2025 dataset).

Calculated values
Relative energy (zero: lowest compared OMol25 entry of this formula, charge and spin): 94.23 kcal/mol
Gap between HOMO and LUMO (alpha / beta): 7.68 / 7.69 eV
E_HOMO (alpha / beta): -7.661 / -7.666 eV
Total charge: 0

Geometry as XYZ:
```
17
Properties=species:S:1:pos:R:3:mulliken_charge:R:1
Cl 1.4788 0.4053 -2.1729 -0.248
Si 0.5728 0.6525 -0.3666 0.451
N 1.6115 0.0106 0.8597 -0.215
C -1.9223 -0.9382 -1.2033 -0.386
C -0.1068 2.3712 -0.1153 -0.992
C 1.1646 -0.5051 2.1016 -0.639
C -1.6788 -2.1598 -1.6851 -0.605
H 0.6111 3.0548 0.4746 0.319
H 0.1633 -0.0741 2.2869 0.234
H -2.5222 -2.9200 -1.9189 0.199
H 1.8865 -0.2316 2.9299 0.256
H -1.0254 2.4313 0.4557 0.326
H 2.5049 -0.0698 0.4103 0.213
H 1.0699 -1.6190 1.8632 0.270
H -2.8964 -0.6367 -1.1842 0.287
H -0.1982 2.9120 -1.0353 0.342
H -0.7133 -2.6834 -1.7001 0.189
```



Q: The lowest relative energy (zero: lowest compared OMol25 entry of this formula, charge and spin) belongs to which entry?
A: C39H34N11OP2PtS



Q: The lowest relative energy (zero: lowest compared OMol25 entry of this formula, charge and spin) belongs to which entry?
A: C39H34N11OP2PtS



Q: The lowest total charge belongs to which entry?
A: C24H61N4O9



Q: What is the formula in the third record?
A: C24H61N4O9